No. 1
A molecular structure, C22H63AsF6O9. Source: the OMol25 dataset; level of theory: the ωB97M-V functional and the def2-TZVPD basis.

Positions of all 101 atoms, in Å:
O 3.31373 -1.60615 -2.35858
H 2.82167 -2.47418 -2.10293
H 3.14199 -0.95063 -1.61695
H 2.91564 -1.26147 -3.18287
As 0.09401 -0.57756 -0.32034
F -0.99005 -0.26383 -1.59269
F -0.15503 -2.28951 -0.40039
F 1.29306 -0.79383 0.93039
F 0.40990 1.10518 -0.17240
F -1.17517 -0.45211 0.82053
F 1.42057 -0.70282 -1.46503
C 5.14175 -2.14549 1.92461
C 4.64588 -1.02546 1.01935
O 3.51794 -1.38718 0.24728
H 4.39328 -2.44923 2.65884
H 5.93965 -1.73509 2.55503
H 5.56842 -2.97002 1.35619
H 5.49570 -0.67687 0.42188
H 4.44478 -0.15025 1.64999
H 2.73373 -1.01773 0.68226
C 2.49090 1.39380 3.13468
C 2.97482 0.40229 4.17616
O 2.33426 -0.85754 3.91339
H 2.99699 2.36153 3.07520
H 1.45434 1.64419 3.35468
H 2.64297 0.92902 2.15801
H 2.69298 0.67297 5.19593
H 4.05888 0.23859 4.14309
H 1.94281 -0.82233 3.03307
C -4.62871 -0.79818 -0.47370
C -5.71977 0.22896 -0.63552
C -7.06157 -0.33180 -0.20573
O -5.32796 1.39673 0.09005
H -4.38151 -1.09360 0.54820
H -3.69530 -0.44834 -0.91750
H -4.90000 -1.72882 -0.98306
H -5.73013 0.50985 -1.69503
H -7.56081 -0.82306 -1.04832
H -7.79729 0.39388 0.14982
H -6.96086 -1.07267 0.59050
H -5.71853 2.18242 -0.29758
C -0.66056 -0.99287 4.56619
C -2.13815 -0.58345 4.42067
C -2.64008 0.06537 5.69968
O -2.33732 0.29833 3.35315
H -0.14535 -0.03399 4.69647
H -0.31961 -1.47503 3.65311
H -0.48089 -1.59156 5.45571
H -2.64167 -1.57453 4.42173
H -2.51461 -0.64727 6.52075
H -3.69902 0.30727 5.64727
H -2.02475 0.93657 5.93966
H -1.88772 0.05288 2.53598
C -2.83470 0.31785 -6.20397
C -3.85741 -0.38083 -5.32781
C -3.80440 -0.06772 -3.85007
O -5.20029 -0.17094 -5.80200
H -2.61973 -0.32213 -7.06020
H -1.88417 0.51041 -5.68707
H -3.07540 1.34571 -6.48890
H -3.72905 -1.47131 -5.42993
H -4.67218 -0.49262 -3.35135
H -3.88659 1.02620 -3.76284
H -2.89160 -0.33340 -3.32504
H -5.21158 -0.37891 -6.74086
C 3.46931 -5.11585 -2.33646
C 2.30942 -4.95614 -1.35745
C 2.74548 -5.12375 0.08894
O 1.82881 -3.59781 -1.54888
H 4.18308 -4.29567 -2.20451
H 3.11627 -5.14875 -3.36571
H 4.04794 -6.01132 -2.10862
H 1.50474 -5.62833 -1.66732
H 3.27280 -4.23916 0.43634
H 3.30241 -6.05901 0.17199
H 1.87547 -5.26655 0.73594
H 1.02758 -3.36195 -1.05940
C -1.42339 4.79938 0.54961
C -1.54187 3.60884 1.49218
C -0.50353 3.67932 2.62151
O -2.80959 3.60660 2.19104
H -1.48165 5.72510 1.12584
H -2.16254 4.77918 -0.25240
H -0.46385 4.72464 0.02702
H -1.32455 2.67570 0.97422
H -0.63146 2.79917 3.25929
H -0.58321 4.53505 3.29538
H 0.50431 3.56835 2.19963
H -2.86844 4.49251 2.56700
C 3.13861 3.74181 -1.17632
C 3.69716 2.83669 -2.25715
C 2.62795 2.05193 -3.00595
O 4.44936 3.63475 -3.17396
H 2.96921 4.73466 -1.58406
H 3.79414 3.75765 -0.30712
H 2.18031 3.35610 -0.81823
H 4.35740 2.07233 -1.82024
H 2.09903 1.31985 -2.40028
H 3.11558 1.46013 -3.80925
H 1.94384 2.61600 -3.64973
H 4.31273 3.33086 -4.07374

Cartesian forces, eV/Å:
O 0.833 0.023 -0.951
H -0.569 -0.161 0.575
H 0.218 -0.755 0.130
H 0.069 -0.073 0.415
As -0.727 1.307 0.110
F -0.153 -0.319 -0.533
F 0.021 -0.126 -0.038
F -0.924 -0.286 0.915
F 0.180 0.368 -0.099
F -0.008 -0.232 0.335
F -0.842 0.159 0.064
C 0.239 0.547 0.417
C 0.873 0.231 0.931
O 0.904 0.280 -0.486
H -0.223 -0.275 -0.377
H 0.142 -0.025 -0.224
H -0.243 -0.188 0.061
H -0.299 -0.282 -0.554
H -0.360 -0.115 -0.053
H 0.243 -0.352 -0.230
C 0.263 0.450 0.280
C -0.144 -0.480 -0.272
O 0.352 -0.015 0.066
H 0.321 -0.177 0.370
H -0.179 -0.299 -0.465
H -0.467 0.171 -0.081
H 0.093 0.183 -0.071
H -0.032 0.186 0.002
H -0.054 0.016 0.159
C 0.696 -0.592 -0.250
C 0.252 0.508 0.004
C -0.842 -0.293 -0.047
O 0.131 -0.217 0.363
H -0.376 0.387 0.196
H -0.042 0.069 -0.011
H -0.081 0.105 -0.105
H -0.297 -0.137 -0.006
H 0.209 -0.140 0.033
H 0.364 0.325 -0.047
H 0.126 0.052 0.007
H -0.142 -0.060 -0.059
C -0.577 1.532 -0.064
C 0.698 -1.433 1.136
C 0.404 -0.130 0.112
O -0.470 0.139 0.013
H 0.441 -0.272 -0.091
H 0.159 -0.163 0.085
H -0.006 -0.239 -0.124
H -0.566 0.481 -1.027
H -0.013 0.019 -0.044
H 0.031 0.261 -0.125
H -0.274 0.179 -0.050
H -0.004 -0.340 0.264
C 0.839 0.358 0.362
C -0.208 -1.301 -0.094
C -0.531 1.397 -0.257
O 0.119 0.512 0.286
H 0.008 0.385 -0.262
H -0.072 -0.630 0.154
H -0.691 -0.271 -0.245
H 0.477 0.144 0.034
H 0.088 -0.162 0.026
H -0.086 -0.116 0.216
H 0.113 -0.351 -0.284
H -0.018 0.021 0.000
C 0.111 0.098 0.406
C 0.255 0.722 -0.195
C -0.856 -0.699 -0.103
O 0.738 0.002 -0.880
H -0.116 0.065 -0.085
H 0.083 0.027 -0.029
H -0.226 -0.154 -0.136
H 0.026 -0.090 0.329
H 0.343 -0.124 -0.064
H 0.343 0.257 0.163
H -0.032 0.207 -0.022
H 0.044 -0.109 0.133
C 0.253 -0.646 -0.326
C 0.248 0.940 1.715
C 0.648 -0.969 -0.315
O 0.131 -0.228 -1.084
H 0.026 0.096 -0.203
H -0.282 0.052 0.269
H 0.099 0.285 0.232
H -0.831 -0.147 -0.059
H -0.207 0.005 -0.079
H 0.001 0.282 -0.397
H 0.009 0.448 0.164
H -0.156 -0.100 0.054
C -0.309 -0.419 0.303
C -0.388 -0.327 -0.610
C 0.358 -0.696 -1.456
O 0.170 0.150 0.259
H 0.116 0.096 0.091
H 0.120 0.375 -0.077
H 0.013 -0.024 -0.036
H 0.084 0.236 0.084
H -0.232 0.360 0.235
H 0.287 -0.088 0.412
H -0.241 0.482 0.801
H -0.010 -0.154 0.013

Output
E_HOMO: -9.128 eV
relative energy (zero: lowest compared OMol25 entry of this formula, charge and spin): 0.0 kJ/mol
LUMO: -0.0123 Eh

=====

No. 2
A molecular structure, C22H63KN7O29S2V. Source: the OMol25 dataset; level of theory: the ωB97M-V functional and the def2-TZVPD basis.

Positions of all 125 atoms, in Å:
K -2.22977 0.90035 -3.96013
O -3.31142 -1.31282 0.75011
V -3.03095 0.14234 0.15886
O -4.01333 1.11402 0.92739
C -5.75261 1.84813 -1.60373
C -5.57101 0.28987 -1.78226
C -6.35177 -0.15622 -3.02248
O -4.18824 0.01968 -1.83478
H -5.29323 2.36573 -2.44584
H -5.38359 2.38824 -0.73183
H -6.80338 2.09773 -1.75101
H -6.08759 -0.17095 -0.94030
H -6.03988 0.24814 -3.98545
H -7.40620 0.08979 -2.89695
H -6.32627 -1.22212 -3.24903
C 1.07198 0.51674 -0.16482
C -0.40512 0.50031 -0.05666
O -0.87673 0.14367 1.05955
O -1.12328 0.92722 -1.02241
H 1.28850 1.39313 -0.77569
H 1.38975 -0.37330 -0.70791
H 1.69046 0.81395 0.68209
C -0.25340 2.85949 3.77492
O 0.44123 1.70179 3.25175
H -0.59423 3.62200 3.07456
H -1.19178 2.61351 4.27195
H 0.42559 3.36954 4.45824
H -0.08940 1.11626 2.70660
C 6.64400 -1.05183 3.00729
O 7.93361 -1.54232 2.57604
H 5.96931 -0.93282 2.15951
H 6.15071 -1.67537 3.75292
H 6.97409 -0.01770 3.10584
H 7.84422 -2.34752 2.06100
C -2.53224 -3.13908 -1.62419
O -3.75113 -2.91873 -2.25638
H -2.78559 -3.63157 -0.68538
H -1.86852 -3.73404 -2.25156
H -2.10261 -2.19394 -1.29217
H -3.89291 -1.97113 -2.31599
C -1.95247 4.30542 -0.45300
O -1.67722 3.61016 -1.64893
H -2.32775 3.59513 0.28372
H -1.09227 4.84207 -0.05280
H -2.70602 5.08112 -0.58921
H -1.09850 2.85386 -1.52772
O -2.38700 0.72703 3.90299
S -2.58986 -0.15946 5.06364
O -2.85039 0.42545 6.39058
O -3.94623 -1.00316 4.83055
C -4.49016 -1.69106 5.91787
C -6.01086 -1.79073 5.58478
C -1.38608 -1.45879 5.03191
H -4.57131 -1.23439 6.90426
H -4.08286 -2.68569 6.09931
H -6.46704 -2.47026 6.30466
H -6.10979 -2.24925 4.60087
H -6.45717 -0.79720 5.54214
H -0.60319 -1.26294 5.76459
H -0.99123 -1.60804 4.02696
H -1.83012 -2.41879 5.29521
O 4.63441 3.26727 -8.07032
S 3.63918 2.90927 -7.02382
O 3.93189 2.13840 -5.75575
O 2.92996 4.39081 -6.63135
C 1.78320 4.42518 -5.81640
C 2.09531 5.38936 -4.62786
C 2.15725 2.16445 -7.79620
H 1.53086 3.41783 -5.48523
H 0.92489 4.76738 -6.39459
H 1.13942 5.71699 -4.21917
H 2.56260 6.31890 -4.95298
H 2.71286 4.96367 -3.83696
H 2.39385 1.40913 -8.54561
H 1.57450 2.94046 -8.29251
H 1.55451 1.64949 -7.04812
C 2.80782 -4.95627 1.09023
N 3.56043 -6.20915 0.88214
O 3.64785 -6.96327 1.83533
O 4.14373 -6.42804 -0.12637
H 1.71940 -5.00574 1.12172
H 2.85657 -4.29170 0.22763
H 3.15916 -4.49956 2.01547
C 2.61844 -0.00710 -3.27698
N 1.12312 0.13330 -3.59546
O 0.61424 1.26244 -3.61048
O 0.51114 -0.92823 -3.74232
H 3.03194 0.95366 -3.58370
H 2.90814 -0.88948 -3.84756
H 2.81964 -0.02046 -2.20579
C 2.10655 -0.92988 3.36429
N 2.74928 -1.71914 4.50575
O 3.81634 -2.20450 4.16381
O 2.05482 -1.95052 5.51376
H 2.36886 -1.49694 2.47113
H 2.65103 0.00885 3.26216
H 1.04950 -0.83487 3.61271
C 3.57486 2.96274 1.50173
N 4.49914 2.02260 0.84478
O 5.04889 2.31302 -0.21874
O 4.58288 0.91613 1.37940
H 4.12681 3.10328 2.43109
H 2.59984 2.55181 1.76360
H 3.46175 3.90466 0.96499
C -6.04053 1.24146 3.51901
N -6.01848 2.31382 4.52169
O -6.98135 2.52672 5.27400
O -5.00666 2.89132 4.74015
H -5.12802 0.65737 3.63836
H -6.04532 1.72663 2.54295
H -6.94507 0.64675 3.64637
C 5.57541 -1.62828 -1.10235
N 4.88225 -2.25217 0.04141
O 3.72510 -1.88621 0.27991
O 5.33883 -3.31817 0.47683
H 5.16600 -0.63186 -1.26860
H 5.59261 -2.24408 -2.00157
H 6.57243 -1.45930 -0.69555
C 0.31415 -4.83339 -3.91361
N 1.65636 -4.44996 -3.30784
O 2.55549 -4.18681 -4.12539
O 1.74899 -4.18871 -2.13049
H -0.13668 -5.51203 -3.18953
H 0.69918 -5.45077 -4.72521
H -0.24123 -3.92904 -4.16223

Cartesian forces, eV/Å:
K -0.246 -0.082 0.864
O 0.320 1.283 -0.631
V -1.308 -1.035 -0.686
O 0.839 -0.181 -0.265
C -0.622 -0.242 -1.099
C 0.254 2.008 0.206
C -0.020 -0.419 -0.419
O 1.603 -0.480 1.254
H 0.380 -0.155 -0.318
H 0.050 -0.784 0.315
H -0.271 0.007 0.368
H 0.290 -0.357 0.330
H 0.303 0.729 0.103
H -0.022 0.111 0.028
H 0.185 -0.306 0.652
C 0.895 1.328 -1.365
C 0.225 0.632 1.587
O -1.670 0.130 -1.293
O -0.698 -1.145 0.683
H 0.028 -0.103 -0.829
H 0.302 -0.052 0.401
H -0.583 -1.145 0.686
C -0.368 -0.318 0.075
O 0.459 1.157 0.320
H 0.464 -0.173 -0.854
H 0.337 -0.387 0.329
H 0.027 -0.299 0.063
H -0.812 0.223 -0.070
C 1.185 0.421 -1.913
O -0.207 -0.568 -0.042
H -0.221 -0.507 -0.164
H 0.352 0.633 0.431
H -0.885 0.146 1.600
H -0.167 -0.188 0.084
C -0.385 0.057 1.031
O -0.607 -0.071 -1.137
H 0.568 -0.475 0.076
H 0.197 0.049 0.130
H 0.551 0.010 -0.311
H -0.363 0.602 0.216
C 0.031 -0.327 0.586
O -0.223 0.670 -1.207
H -0.042 0.140 0.323
H 0.337 -0.179 0.026
H -0.150 -0.295 -0.492
H -0.036 -0.097 0.633
O -0.551 -2.189 2.149
S -1.547 2.368 0.543
O 1.717 -0.876 -2.124
O 1.337 0.683 -0.960
C -3.337 -0.830 1.097
C 1.140 -0.825 -0.563
C 0.438 -0.519 0.310
H 1.215 0.874 -0.287
H 0.378 -0.060 -0.550
H -0.275 0.337 0.091
H -0.177 -0.006 -0.087
H -0.049 -0.156 0.355
H 0.069 0.234 -0.221
H -0.075 0.496 0.019
H -0.356 0.237 0.232
O -2.338 -1.190 3.098
S 0.206 0.647 0.538
O -0.543 2.206 -3.639
O 2.039 -1.842 -1.354
C 0.187 0.494 1.656
C -0.951 -0.201 -0.533
C 0.163 -0.366 -0.101
H 0.053 -0.001 0.410
H 0.131 0.279 -0.185
H -0.057 -0.193 0.339
H 0.167 -0.230 -0.390
H -0.078 -0.241 -0.214
H 0.564 0.153 0.082
H 0.242 0.125 0.169
H 0.165 0.298 0.215
C -0.879 1.520 -0.515
N -0.190 -0.610 1.951
O -0.663 0.181 0.646
O 0.470 0.432 -2.446
H -0.007 -1.319 0.534
H 1.073 -0.162 0.085
H 0.121 -0.080 -0.277
C -0.735 1.105 -0.762
N -0.028 -0.427 1.260
O 0.506 -1.564 -0.371
O 0.236 1.651 -0.150
H 0.273 -0.330 -0.569
H 0.367 0.237 0.345
H -0.599 -0.628 -0.033
C 0.461 -0.176 0.715
N -1.608 -0.575 -1.108
O -0.368 0.074 1.659
O 1.965 0.405 -1.445
H -0.448 -0.110 0.083
H -0.325 0.106 0.342
H 0.341 0.233 -0.332
C 0.540 0.963 0.906
N -0.518 -1.721 -1.664
O -0.526 0.026 1.323
O 0.176 1.080 -0.374
H -0.401 0.500 0.242
H 0.226 -0.516 -0.252
H 0.320 -0.317 -0.146
C -0.371 -0.119 -0.660
N -1.685 0.068 2.991
O -0.554 -0.948 -1.482
O 2.502 0.833 -1.012
H -0.177 0.180 -0.080
H 0.128 -0.116 0.028
H 0.167 0.178 0.084
C 1.190 1.428 0.857
N -2.353 -3.029 -0.779
O 1.292 0.381 0.176
O 0.126 2.070 -0.155
H -0.263 -0.279 -0.029
H -0.232 -0.257 0.470
H 0.266 -0.172 -0.497
C 1.710 -1.517 0.615
N 0.768 2.513 -1.108
O -1.089 -0.830 0.887
O -0.322 -0.631 0.147
H -0.412 0.486 -0.010
H -0.829 0.384 -0.519
H 0.201 -0.269 0.031

Output
E_HOMO: -9.266 eV
LUMO: -0.0610 Eh